{
  "formula": "C27H54F9N8O13S3",
  "method": "ωB97M-V with the def2-TZVPD basis set",
  "symbols": ["C", "C", "O", "N", "H", "H", "C", "H", "H", "H", "H", "H", "H", "C", "C", "O", "N", "H", "H", "C", "H", "H", "H", "H", "H", "H", "C", "C", "O", "N", "H", "H", "C", "H", "H", "H", "H", "H", "H", "C", "C", "O", "N", "H", "H", "C", "H", "H", "H", "H", "H", "H", "C", "C", "N", "C", "C", "N", "C", "C", "H", "H", "H", "H", "H", "H", "H", "H", "H", "H", "H", "C", "C", "N", "C", "C", "N", "C", "C", "H", "H", "H", "H", "H", "H", "H", "H", "H", "H", "H", "C", "F", "F", "F", "S", "O", "O", "O", "C", "F", "F", "F", "S", "O", "O", "O", "C", "F", "F", "F", "S", "O", "O", "O"],
  "xyz": [[-17.258800, 7.216820, 2.965880], [-16.721510, 5.865390, 2.646830], [-17.322170, 5.089380, 1.981050], [-15.489230, 5.392550, 3.336940], [-15.330230, 5.952120, 4.162590], [-15.655520, 4.446310, 3.648520], [-14.218450, 5.370000, 2.421900], [-18.000230, 7.052930, 3.747880], [-17.540050, 7.767530, 2.068260], [-16.473310, 7.898420, 3.292260], [-14.408760, 4.952060, 1.433360], [-13.481680, 4.701050, 2.866640], [-13.822000, 6.384730, 2.457280], [-19.871750, 9.761780, 7.653250], [-18.885310, 10.605420, 6.941650], [-17.907340, 11.138060, 7.486470], [-19.160790, 10.919390, 5.479220], [-20.089600, 10.775610, 5.109440], [-19.004180, 11.912590, 5.383710], [-18.105500, 10.256090, 4.541600], [-20.443160, 10.331930, 8.385740], [-19.334230, 8.968690, 8.173050], [-20.749170, 9.429430, 7.098480], [-18.408880, 10.215060, 3.495480], [-18.053860, 9.261550, 4.984690], [-17.154000, 10.781320, 4.624550], [-11.889920, 9.509480, 0.993560], [-12.373300, 9.734940, -0.462710], [-11.643130, 9.968150, -1.431100], [-13.888200, 9.944690, -0.678590], [-14.402550, 9.098630, -0.479230], [-14.111390, 10.574320, 0.078940], [-14.213760, 10.453300, -2.079540], [-10.803630, 9.542570, 0.909960], [-12.173090, 8.553940, 1.434990], [-12.058380, 10.281380, 1.744480], [-15.284780, 10.652350, -2.042010], [-13.905720, 9.636580, -2.732360], [-13.468260, 11.225350, -2.269990], [-17.332910, 2.000700, 1.060500], [-16.252700, 2.584210, 0.170610], [-15.062570, 2.168450, 0.202350], [-16.595780, 3.833080, -0.668560], [-17.481870, 4.213010, -0.367560], [-15.900100, 4.548600, -0.513120], [-16.540380, 3.413760, -2.194220], [-17.351400, 2.628200, 1.951570], [-17.101190, 0.958400, 1.279610], [-18.165590, 2.090690, 0.362900], [-16.794670, 2.353900, -2.205870], [-15.533940, 3.593720, -2.572100], [-17.290610, 3.899850, -2.817880], [-18.848150, 4.774260, 7.067760], [-20.291410, 4.993180, 6.714720], [-20.456930, 5.034990, 5.271970], [-19.878760, 4.039260, 4.424370], [-20.088120, 4.458190, 3.143550], [-20.736470, 5.656370, 3.136010], [-20.979840, 6.047910, 4.457900], [-21.104700, 6.407350, 1.930320], [-18.452580, 3.760070, 7.122850], [-18.604930, 5.091450, 8.081830], [-18.170560, 5.288110, 6.385890], [-20.808850, 5.856490, 7.133130], [-20.906040, 4.222150, 7.179310], [-19.309800, 3.253190, 4.898480], [-19.912490, 3.962150, 2.200420], [-21.437670, 6.978850, 4.758160], [-21.486240, 5.744030, 1.154090], [-20.234090, 6.947610, 1.558510], [-21.855740, 7.153170, 2.190680], [-11.558820, 6.049090, -4.279060], [-12.593470, 5.125690, -3.712840], [-11.892960, 4.238150, -2.789230], [-10.865840, 3.387890, -3.108370], [-10.480450, 2.812770, -1.889050], [-11.237570, 3.353960, -0.851870], [-12.129750, 4.186860, -1.427180], [-11.054700, 2.995630, 0.543590], [-11.888490, 6.351040, -5.273170], [-10.529940, 5.745900, -4.472880], [-11.461140, 6.980470, -3.721310], [-13.196690, 4.644940, -4.482960], [-13.385830, 5.655420, -3.184030], [-10.348950, 3.315320, -4.053870], [-9.636420, 2.184150, -1.646450], [-12.824800, 4.735750, -0.809100], [-11.585320, 3.605170, 1.275030], [-9.994400, 3.229120, 0.640300], [-11.304000, 1.936450, 0.607410], [-11.342300, 7.499130, 5.134830], [-10.673510, 8.513010, 5.781430], [-11.866310, 6.678410, 6.141340], [-12.255750, 8.156360, 4.464710], [-10.138700, 6.544870, 3.961820], [-9.633030, 7.608870, 3.061110], [-9.112230, 6.048730, 4.884870], [-10.927170, 5.448690, 3.386710], [-14.989490, 9.037150, 6.938860], [-15.012540, 9.678490, 5.789540], [-13.749710, 8.888560, 7.351900], [-15.644760, 9.698060, 7.915490], [-15.812920, 7.375960, 6.739140], [-17.190620, 7.746300, 6.549700], [-15.208830, 6.725470, 5.583270], [-15.613640, 6.616200, 7.921740], [-12.902510, 1.332290, 3.842330], [-12.565980, 2.581310, 3.915770], [-12.586280, 0.857430, 2.639480], [-12.160620, 0.722670, 4.769660], [-14.755710, 1.155490, 4.267930], [-15.380410, 2.524730, 4.324820], [-15.264010, 0.365250, 3.094620], [-14.862820, 0.481400, 5.576350]],
  "forces_ev_per_a": [[1.604, 0.931, -0.241], [0.516, 0.096, 1.079], [-0.223, -0.850, -1.348], [0.287, -0.141, -2.936], [0.592, 1.121, 1.830], [0.058, -1.712, 0.521], [-0.392, 0.151, 1.231], [-0.161, 0.425, -0.061], [-1.049, -0.679, -0.156], [0.139, -0.371, 0.981], [-0.538, 0.280, 0.025], [-0.058, 0.122, 0.493], [0.076, -0.149, -0.305], [-0.949, -0.170, 0.035], [2.980, 1.832, 3.543], [-3.766, -1.866, -3.162], [1.762, 0.667, -1.597], [-0.522, -0.512, 0.403], [0.064, 0.735, 0.182], [-0.468, -0.497, 1.043], [0.732, 0.539, 0.493], [-0.105, -0.087, -0.097], [0.517, -0.579, -0.731], [-0.489, 0.309, 0.269], [0.628, -0.190, -0.302], [-0.215, -0.053, 0.356], [0.483, -0.178, -1.132], [3.788, 1.470, -1.417], [-3.159, -1.257, 3.324], [0.812, -0.094, -0.445], [-0.050, -0.439, 0.084], [-0.449, 0.698, 0.133], [0.770, -0.789, 1.017], [0.073, -0.462, -0.053], [-0.045, -0.119, -0.141], [-0.789, 0.370, -0.353], [0.343, 0.438, -0.621], [-0.506, 0.036, -0.127], [-0.786, 0.494, -0.077], [0.566, 0.709, -2.203], [5.985, -3.054, 2.721], [-5.190, 2.909, -1.326], [0.419, -1.081, -1.645], [-0.520, 0.019, -0.019], [0.338, 0.078, 0.227], [-0.481, -0.269, 0.759], [-0.343, -0.151, 0.066], [0.200, 0.182, 0.194], [-1.085, -0.188, 0.802], [0.320, 0.016, -0.059], [-0.154, -0.136, 0.279], [0.068, 0.461, 0.477], [1.409, 0.220, 0.642], [-0.807, -0.241, 1.116], [-0.330, 0.858, -3.766], [-0.914, 2.076, 0.951], [0.020, -0.688, 0.007], [-0.801, 0.899, 2.634], [1.873, -3.319, -0.590], [0.056, 0.336, 0.294], [-0.742, -0.452, -0.471], [-0.231, 0.529, -0.060], [-0.079, 0.377, 0.157], [0.703, 0.574, -0.132], [-0.074, -0.537, -0.606], [-0.219, -0.249, -0.351], [0.220, -0.028, 0.236], [-0.055, -0.270, 0.095], [-0.042, -0.005, 0.234], [0.067, -0.133, -0.044], [-0.090, -0.228, -0.061], [-0.073, 1.960, -1.531], [0.267, 0.053, 0.095], [-1.324, -0.512, 2.060], [0.582, -0.724, 2.819], [-0.024, 1.006, -0.539], [-1.338, 0.688, -3.288], [1.484, -0.837, -0.604], [0.862, -0.102, -0.040], [-0.102, 0.211, -0.066], [-0.235, -0.846, 0.430], [-0.062, -0.081, 0.260], [0.665, -0.830, -0.074], [0.345, 0.258, 0.511], [-0.466, -0.015, -0.064], [-0.149, -0.135, -0.204], [-0.092, 0.144, -0.556], [-0.195, 0.072, -0.371], [0.027, -0.567, 0.893], [0.233, 0.136, 0.496], [2.576, -0.534, 2.309], [-0.222, -1.369, -0.409], [0.347, 1.469, -2.202], [-2.139, -0.085, -0.916], [2.813, -0.051, 1.754], [-1.779, -1.170, 0.431], [-1.628, 0.809, -1.088], [-0.786, 0.978, -0.678], [0.095, -1.790, 1.990], [-0.240, 1.046, -0.818], [0.318, 0.075, -0.363], [0.036, 0.106, -0.982], [0.643, -1.133, 1.345], [-2.000, 1.071, -1.303], [0.193, 0.531, -1.473], [0.408, 0.243, 0.727], [-0.417, -1.244, 1.777], [0.348, 2.405, -0.612], [-0.153, -0.033, -0.217], [-0.374, -0.535, -0.451], [-2.759, -2.301, 0.325], [1.023, -0.134, -0.901], [0.921, 1.727, 1.687], [0.779, 1.306, -2.458]],
  "lowdin_charge": [0.02, -0.39, 0.11, 0.14, 0.06, 0.11, 0.08, 0.10, 0.09, 0.09, 0.06, 0.09, 0.09, 0.03, -0.35, 0.17, 0.11, 0.17, 0.17, 0.04, 0.12, 0.11, 0.08, 0.09, 0.06, 0.11, 0.04, -0.29, 0.15, 0.07, 0.16, 0.17, 0.05, 0.11, 0.08, 0.11, 0.11, 0.10, 0.11, 0.04, -0.34, 0.13, 0.10, 0.14, 0.14, 0.07, 0.08, 0.11, 0.09, 0.11, 0.09, 0.10, -0.06, -0.17, -0.02, 0.05, -0.05, -0.10, 0.07, 0.02, 0.10, 0.10, 0.06, 0.13, 0.14, 0.15, 0.13, 0.15, 0.11, 0.08, 0.10, -0.06, -0.19, -0.07, 0.03, 0.04, -0.09, 0.00, 0.05, 0.09, 0.09, 0.08, 0.13, 0.11, 0.15, 0.15, 0.14, 0.09, 0.13, 0.11, -0.59, 0.09, 0.08, 0.09, 0.50, -0.37, -0.31, -0.39, -0.68, 0.13, 0.18, 0.13, 0.47, -0.36, -0.33, -0.24, -0.68, 0.14, 0.12, 0.15, 0.58, -0.42, -0.38, -0.31],
  "orbital_gap_ev": 4.2,
  "total_charge": 3
}


{
  "formula": "H12MgO10S",
  "method": "ωB97M-V with the def2-TZVPD basis set",
  "symbols": ["Mg", "S", "O", "O", "O", "O", "O", "H", "H", "O", "H", "H", "O", "H", "H", "O", "H", "H", "O", "H", "H", "O", "H", "H"],
  "xyz": [[0.386463, -0.084873, -0.610143], [-2.393925, -0.674940, 1.082928], [-1.012522, -0.420541, 0.545175], [-3.145320, 0.567367, 1.136169], [-2.983568, -1.619022, 0.130879], [-2.246544, -1.267632, 2.403058], [-0.597900, 0.713791, -2.008452], [-1.023221, 1.550601, -1.777376], [-0.924419, 0.511439, -2.891503], [1.569516, -1.014289, 0.922849], [2.522715, -1.158750, 0.891170], [1.237764, -1.634039, 1.589789], [0.676132, 1.686248, 0.230483], [1.480657, 2.105672, 0.564933], [0.138827, 2.424454, -0.091992], [-0.640646, 1.692488, 2.765465], [-0.466463, 1.521945, 1.826252], [-0.278394, 0.926748, 3.222435], [0.233032, -1.926926, -1.481832], [0.237856, -2.174908, -2.412778], [-0.226873, -2.651856, -1.027483], [2.147208, 0.190102, -1.512341], [2.682454, -0.269692, -2.170034], [2.627162, 1.006607, -1.327658]],
  "forces_ev_per_a": [[-0.536, -2.110, 1.831], [-2.601, -1.245, 0.631], [2.066, 0.931, -0.299], [0.318, 0.919, -0.447], [-0.024, -0.472, -0.666], [0.667, -0.196, 0.521], [-0.735, 1.482, -1.680], [-0.405, -0.313, 0.042], [-0.074, -0.236, 0.152], [0.786, -0.183, 0.169], [-0.093, -0.045, -0.001], [-0.505, 0.349, -0.121], [0.752, 1.523, -0.414], [-0.197, -0.109, 0.344], [-0.094, -0.039, 0.356], [0.743, 0.571, -0.123], [-0.579, -0.473, 0.711], [-0.375, -0.169, -0.106], [0.329, -0.778, -0.695], [-0.086, -0.035, 0.093], [-0.321, 0.505, 0.229], [1.255, 0.314, -0.531], [-0.189, -0.168, 0.085], [-0.102, -0.022, -0.079]],
  "lowdin_charge": [0.49, 0.20, -0.47, -0.38, -0.41, -0.39, 0.01, 0.11, 0.12, -0.03, 0.08, 0.11, -0.02, 0.12, 0.12, -0.06, -0.02, 0.04, -0.02, 0.09, 0.12, -0.01, 0.11, 0.10],
  "orbital_gap_ev": 4.4,
  "total_charge": 0,
  "de_lowest_kj_mol": 127.9
}